Model P:
Density functional theory data (wB97M-V/def2-TZVPD) for 2 unconnected molecules or ions with the total composition C2H5ClO2P.

Values from the calculation:
lowest unoccupied orbital energy (alpha / beta)	3.8 / 3.6	eV
HOMO level (alpha / beta)	-2.90 / -4.08	eV
orbital gap (alpha / beta)	6.68 / 7.73	eV
total charge	-1
spin multiplicity	1

Cartesian coordinates (Å):
C  -1.53955  0.28451  -0.43661
C  -0.98087  -0.68075  0.54174
O  2.49735  0.99103  1.41612
O  1.82416  1.03481  -1.12434
P  1.96713  0.33873  0.18739
Cl  3.01762  -1.37369  -0.09042
H  -2.31922  -0.32505  -1.02551
H  -2.07724  1.09326  0.06766
H  -0.71921  0.57658  -1.11645
H  -0.53641  -1.52281  0.09045
H  -1.13378  -0.41661  1.48998

=====

Model Q:
Density functional theory data (wB97M-V/def2-TZVPD) for 3 unconnected molecules or ions with the total composition C2H5ClO2P.

Values from the calculation:
lowest unoccupied orbital energy (alpha / beta)	3.8 / 3.8	eV
HOMO level (alpha / beta)	-3.94 / -3.94	eV
orbital gap (alpha / beta)	7.76 / 7.76	eV
total charge	-1
spin multiplicity	1

Cartesian coordinates (Å):
C  -2.59199  0.54018  -0.36069
C  -1.33802  0.21887  -0.10437
O  1.56965  2.22738  -0.23727
O  2.08897  -0.28469  -0.39962
P  1.36885  0.84231  0.15948
Cl  2.71665  -2.90092  0.39353
H  -3.34676  -0.24043  -0.35123
H  -3.14976  1.43693  -0.48498
H  -1.06454  -0.90326  -0.08520
H  2.33452  -1.76322  -0.06001
H  1.41243  0.82685  1.53036

=====

Which of them is least stable? Easy: model Q.

=====

Model P:
Density functional theory data (wB97M-V/def2-TZVPD) for C10H18N4O5 in the gas phase.

Values from the calculation:
lowest unoccupied orbital energy	0.7	eV
structure (SMILES)	NC(=O)CC[C@H](NC(=O)[C@@H](N)CCC(N)=O)C(=O)O
HOMO level	-8.93	eV
orbital gap	9.61	eV
total charge	0
spin multiplicity	1

Cartesian coordinates (Å):
N  -1.43796  -3.45028  -2.09528
C  -1.37107  -2.43013  -1.16190
O  -0.34820  -2.10028  -0.58945
C  -2.69666  -1.65341  -1.06637
C  -2.44014  -0.24026  -1.70008
C  -1.95776  0.79336  -0.69807
N  -0.91520  0.38469  0.15910
C  0.03834  1.32140  0.31647
O  0.02573  2.47442  -0.09460
C  1.07186  0.89694  1.43090
N  1.03878  -0.58515  1.66691
C  2.43736  1.54806  1.19516
C  3.13324  0.82293  0.03726
C  4.17879  -0.22401  0.48630
N  4.74033  -0.86898  -0.65711
O  4.36288  -0.53663  1.66997
C  -3.18937  1.27142  0.18207
O  -4.29498  0.85260  0.08056
O  -2.77440  2.25184  0.98883
H  -0.66764  -4.02881  -2.11359
H  -2.32424  -3.92576  -2.36317
H  -3.12284  -1.53716  -0.07086
H  -3.49426  -2.06130  -1.71873
H  -1.63424  -0.29507  -2.44271
H  -3.37191  0.19195  -2.18226
H  -1.66722  1.73371  -1.10948
H  -0.56590  -0.60622  0.45502
H  0.75055  1.45018  2.29270
H  1.25359  -0.79991  2.63691
H  1.68986  -1.09148  1.04972
H  2.24808  2.57735  0.95962
H  3.05799  1.35721  2.10906
H  3.50553  1.46272  -0.72994
H  2.41354  0.28058  -0.54488
H  5.53130  -1.43995  -0.46536
H  4.99521  -0.21123  -1.39248
H  -3.57472  2.40775  1.54218

=====

Model Q:
Density functional theory data (wB97M-V/def2-TZVPD) for C10H18N4O5 in the gas phase.

Values from the calculation:
lowest unoccupied orbital energy	0.2	eV
structure (SMILES)	CNC(=O)[C@@H](CC(N)=O)NC(=O)[C@@H](CO)NC(C)=O
HOMO level	-9.42	eV
orbital gap	9.61	eV
total charge	0
spin multiplicity	1

Cartesian coordinates (Å):
C  -0.55519  1.04450  3.51819
N  0.13494  0.79695  2.25683
C  1.05843  1.54494  1.68641
O  1.53997  2.51060  2.25572
C  1.59881  1.11984  0.28697
C  3.07143  0.62310  0.40142
C  3.98852  1.78104  0.12140
N  4.04511  2.73579  0.97629
O  4.65846  1.79906  -0.90074
N  0.86516  -0.00256  -0.27459
C  -0.36458  0.07889  -0.76317
O  -0.89824  1.17914  -0.99866
C  -1.09568  -1.19925  -1.01917
C  -1.73599  -1.80304  0.20598
O  -0.84351  -1.82166  1.31601
N  -2.10975  -1.03936  -2.07081
C  -2.49595  -2.05810  -2.85762
C  -3.52621  -1.69505  -3.93279
O  -2.13774  -3.20920  -2.63713
H  -1.62381  1.06009  3.27837
H  -0.25745  2.00969  3.98165
H  -0.31481  0.22255  4.22055
H  -0.22015  0.07980  1.67783
H  1.53274  1.94824  -0.39998
H  3.22679  0.11954  1.36068
H  3.22939  -0.06475  -0.42986
H  4.74208  3.43675  0.78683
H  3.42399  2.80469  1.72981
H  1.22236  -0.94006  -0.11110
H  -0.33696  -1.87920  -1.37611
H  -2.64990  -1.21281  0.43295
H  -2.09081  -2.78148  -0.01340
H  -1.26425  -2.19311  2.09968
H  -2.45025  -0.12187  -2.25366
H  -3.11809  -0.94100  -4.62783
H  -3.78341  -2.59978  -4.46576
H  -4.46545  -1.33291  -3.46119

=====

Which of them is least stable? Easy: model P.

=====

Model P:
Density functional theory data (wB97M-V/def2-TZVPD) for a molecular structure, C10H15N2O.

Values from the calculation:
lowest unoccupied orbital energy	-5.2	eV
HOMO level	-13.69	eV
orbital gap	8.45	eV
total charge	+1
spin multiplicity	1

Cartesian coordinates (Å):
C  -2.88296  1.19006  -0.64299
C  -1.51413  1.14183  -0.65044
C  0.74356  -1.74569  -0.35032
C  -3.69345  0.30375  0.24527
C  0.67941  -0.21488  -0.56710
C  -0.69552  0.05919  -0.16784
C  -1.17007  -1.26182  0.20584
C  2.04572  -0.09612  1.52228
C  3.13820  0.01832  -0.82248
C  1.96044  0.39588  0.09484
N  -0.30706  -2.35121  -0.09697
N  -3.54873  -1.07988  -0.00127
O  -0.97815  -0.45769  1.16625
H  -3.39406  2.06740  -1.00750
H  -0.94841  1.72269  -1.35010
H  1.70364  -2.27825  -0.45470
H  -3.40419  0.48509  1.22944
H  -4.72609  0.50530  0.23365
H  0.82340  -0.25314  -1.72985
H  2.74177  0.40001  2.20216
H  2.38555  -1.18240  1.53646
H  0.97380  0.04368  1.78953
H  3.47358  -1.02968  -0.92816
H  3.90575  0.47791  -0.36958
H  2.83784  0.23174  -1.87956
H  1.78677  1.53599  0.05973
H  -3.94036  -1.65220  0.74928
H  -3.72827  -1.59472  -0.88499

=====

Model Q:
Density functional theory data (wB97M-V/def2-TZVPD) for 2 unconnected molecules or ions with the total composition C10H15N2O.

Values from the calculation:
lowest unoccupied orbital energy	-2.7	eV
HOMO level	-10.73	eV
orbital gap	8.02	eV
total charge	+1
spin multiplicity	1

Cartesian coordinates (Å):
C  3.25059  0.61790  -1.10992
C  3.14549  0.89341  0.25596
C  2.45350  -0.34515  -1.67170
C  2.21171  0.24534  1.02084
C  1.45301  -0.93432  -0.98445
C  1.37235  -0.63888  0.41788
C  -2.26921  -0.04550  -1.62295
C  -2.63790  -1.20492  -0.61360
C  -1.76345  0.77953  0.48193
C  -1.15358  1.57578  1.59779
N  -1.79886  0.94935  -0.85258
N  -2.13334  -0.68965  0.65174
O  0.48918  -1.48023  1.17468
H  4.00797  1.09922  -1.65489
H  3.92573  1.57061  0.74290
H  2.66239  -0.59834  -2.70245
H  1.96537  0.43297  2.01155
H  0.94637  -1.77295  -1.28293
H  -2.18397  0.04662  -2.63428
H  -3.71011  -1.11245  -0.59380
H  -2.23171  -2.19482  -0.86046
H  -1.03043  0.68972  2.35537
H  -1.91555  2.37813  1.92242
H  -0.20949  1.93028  1.36317
H  -1.63835  1.94876  -1.12816
H  -2.92810  -0.87955  1.22323
H  -1.24930  -1.07862  1.01114
H  0.96968  -2.18225  1.48156

=====

Which of them is least stable? Easy: model P.

=====

Model P:
Density functional theory data (wB97M-V/def2-TZVPD) for 2 unconnected molecules or ions with the total composition H5N2OP.

Values from the calculation:
lowest unoccupied orbital energy	0.6	eV
structure (SMILES)	[H]/N=P/N.O
HOMO level	-8.72	eV
orbital gap	9.32	eV
total charge	0
spin multiplicity	1

Cartesian coordinates (Å):
H  1.71038  1.62727  -1.60923
N  1.68597  1.05648  -0.76200
P  0.45589  0.14391  -0.85292
N  0.56073  -1.15158  0.26168
H  -0.36636  -1.58754  0.02937
H  1.40469  -1.61383  0.52530
O  -2.21701  -0.51609  -0.16149
H  -2.58503  -0.16850  -0.86628
H  -3.08464  -0.57066  0.23886

=====

Model Q:
Density functional theory data (wB97M-V/def2-TZVPD) for H5N2OP in the gas phase.

Values from the calculation:
lowest unoccupied orbital energy	1.0	eV
structure (SMILES)	N=[P@@H](N)O
HOMO level	-9.62	eV
orbital gap	10.62	eV
total charge	0
spin multiplicity	1

Cartesian coordinates (Å):
N  -0.04668  0.01433  1.75542
P  -0.00541  0.33212  0.20310
N  0.94137  -0.46648  -1.06557
O  -1.49601  0.01492  -0.16019
H  0.77826  -0.15985  2.26763
H  0.06040  1.57058  -0.41121
H  0.47496  -1.32531  -1.42897
H  1.10808  0.05825  -1.91065
H  -1.81498  -0.03856  0.75044

=====

Which of them is least stable? Easy: model P.

=====

Model P:
Density functional theory data (wB97M-V/def2-TZVPD) for C8H12N2 in the gas phase.

Values from the calculation:
lowest unoccupied orbital energy	0.7	eV
structure (SMILES)	CCc1nc(C)cnc1C
HOMO level	-9.04	eV
orbital gap	9.74	eV
total charge	0
spin multiplicity	1

Cartesian coordinates (Å):
C  -2.00569  -0.88038  1.50748
C  -1.23473  0.40582  1.44798
C  -0.25182  0.27683  0.30850
N  -0.65857  0.47797  -0.94582
C  0.27213  0.42307  -1.91670
C  -0.15565  0.76014  -3.23392
C  1.59986  0.13653  -1.56149
N  2.03052  -0.16395  -0.30925
C  1.10399  -0.02812  0.60704
C  1.60651  -0.40034  2.00240
H  -1.32654  -1.78979  1.58974
H  -2.63373  -1.00677  0.61658
H  -2.67660  -1.01313  2.46448
H  -1.82076  1.39575  1.25601
H  -0.68491  0.59664  2.38239
H  -1.00976  0.17107  -3.59035
H  -0.35874  1.83670  -3.28456
H  0.66780  0.54255  -3.88590
H  2.32709  -0.07008  -2.42218
H  0.80303  -1.06840  2.41142
H  2.58676  -1.03404  1.81348
H  1.81980  0.43193  2.74266

=====

Model Q:
Density functional theory data (wB97M-V/def2-TZVPD) for C8H12N2 in the gas phase.

Values from the calculation:
lowest unoccupied orbital energy	0.8	eV
structure (SMILES)	CC1=N[C@@H](C#N)CC[C@H]1C
HOMO level	-9.36	eV
orbital gap	10.11	eV
total charge	0
spin multiplicity	1

Cartesian coordinates (Å):
C  -0.88686  -2.36734  0.11345
C  -0.19223  -1.05892  0.28339
N  1.07187  -1.13412  0.42485
C  1.86561  0.08238  0.48149
C  2.84695  0.03653  -0.59581
N  3.61257  0.10178  -1.40790
C  1.07036  1.44427  0.41217
C  -0.42864  1.39924  0.88302
C  -1.22058  0.28835  0.12569
C  -1.50801  0.42754  -1.27702
H  -0.34080  -3.19015  0.75754
H  -0.74763  -2.55530  -0.96584
H  -1.98600  -2.36508  0.14923
H  2.31819  -0.02701  1.51642
H  0.96540  1.87842  -0.55773
H  1.67784  2.12967  1.01575
H  -0.42357  1.10755  2.02128
H  -0.99774  2.36213  0.90627
H  -2.02133  -0.13196  0.71004
H  -0.53207  0.67685  -1.82566
H  -2.10365  1.32231  -1.46653
H  -2.03968  -0.42714  -1.70409

=====

Which of them is least stable? Easy: model Q.

=====

Model P:
Density functional theory data (wB97M-V/def2-TZVPD) for 2 unconnected molecules or ions with the total composition C3H12N3O.

Values from the calculation:
lowest unoccupied orbital energy	4.4	eV
HOMO level	-3.17	eV
orbital gap	7.56	eV
total charge	-1
spin multiplicity	1

Cartesian coordinates (Å):
C  2.44466  -0.38466  0.60338
N  2.36242  -0.34410  -0.84961
C  1.14402  -1.00683  -1.35573
O  -0.02221  -0.50655  -0.88601
H  1.61493  0.14163  1.08748
H  3.40210  -0.00401  0.95651
H  2.34805  -1.44445  0.86335
H  2.33631  0.61856  -1.17631
H  1.32511  -2.07548  -1.06226
H  1.18185  -0.96591  -2.45469
N  -0.94346  1.51325  0.83013
C  -2.02238  0.65168  1.28924
N  -2.76603  -0.08057  0.25215
H  -0.34265  0.95203  0.18690
H  -1.28238  2.30879  0.32129
H  -1.61015  -0.13421  1.92180
H  -2.68107  1.30285  1.87270
H  -3.45888  0.48839  -0.21003
H  -2.05396  -0.38326  -0.41904

=====

Model Q:
Density functional theory data (wB97M-V/def2-TZVPD) for 2 unconnected molecules or ions with the total composition C3H12N3O.

Values from the calculation:
lowest unoccupied orbital energy	4.2	eV
HOMO level	-3.01	eV
orbital gap	7.23	eV
total charge	-1
spin multiplicity	1

Cartesian coordinates (Å):
C  1.67226  0.13532  0.24058
O  1.43778  -1.17570  0.51984
C  1.12940  1.03654  1.39761
N  1.08922  2.52772  1.11819
H  2.71050  0.32144  0.06785
H  1.16718  0.43574  -0.69325
H  0.18060  0.65149  1.75081
H  1.77278  0.87648  2.26673
H  0.27976  2.75326  0.51910
H  0.99411  3.08057  1.95414
N  -2.37123  -0.46783  -1.68713
C  -1.43366  -0.92343  -0.63927
N  -0.43920  -1.84796  -1.04881
H  -1.86407  -0.40249  -2.53699
H  -3.12961  -1.21235  -1.83316
H  -0.90164  -0.00260  -0.30581
H  -1.95596  -1.28402  0.25587
H  -0.75203  -2.84894  -0.98559
H  0.41382  -1.65323  -0.36071

=====

Which of them is least stable? Easy: model Q.